(1)
C16H24LiNO15 | the ωB97M-V functional and the def2-TZVPD basis

```
57
Properties=species:S:1:pos:R:3:forces:R:3
H -2.202018 3.697193 2.656105 2.4 -0.1 -0.5
H -5.185018 0.926193 -3.556895 -0.4 -0.3 -0.4
H -6.683018 1.217193 -2.468895 0.3 -1.2 -0.1
O 3.333982 -0.233807 0.721105 2.7 2.5 -2.4
C -0.554018 -3.367807 -1.039895 3.9 -3.8 -5.4
C -0.292018 2.447193 2.897105 -1.7 0.9 1.5
O 2.070982 -1.517807 -4.375895 -0.4 -2.1 2.6
O -1.460018 -0.129807 -2.148895 -5.9 -1.3 0.2
H 3.251982 -1.597807 4.021105 -0.4 -3.7 0.5
O 1.285982 -0.645807 0.182105 -1.4 0.1 -1.2
H 0.385982 3.345193 4.793105 -1.8 1.7 1.7
H -5.422018 2.252193 -2.442895 0.4 0.2 -0.6
H 4.416982 -0.441807 4.536105 0.9 0.3 0.4
C -4.726018 0.609193 -1.428895 -0.5 -0.3 -4.6
H 1.471982 -2.740807 -0.655895 -0.2 -0.8 -0.9
C 1.829982 -2.289807 -3.449895 -1.3 6.1 -3.2
C 2.111982 -0.382807 0.982105 -3.6 -1.6 1.7
H -0.882018 -2.588807 -0.600895 -2.2 5.9 2.9
O 0.972982 -1.980807 -2.414895 0.5 0.0 -1.8
C 1.690982 -4.257807 -2.292895 2.1 3.4 2.1
O -1.179018 3.244193 0.914105 0.4 -0.8 -0.9
H 0.886982 -4.908807 -2.457895 -0.3 -1.7 -1.6
H -1.256018 -3.664807 -1.813895 0.1 0.1 -0.4
C 3.047982 -0.005807 2.951105 1.0 0.0 0.4
C -4.743018 -0.906807 -1.324895 -0.2 1.1 0.6
O 2.285982 -3.458807 -3.345895 1.3 -5.1 -0.5
H 4.673982 -0.935807 1.738105 2.2 -2.2 0.9
C 0.696982 2.806193 3.979105 1.5 1.8 -3.5
H 1.043982 1.957193 4.451105 1.5 -2.0 0.4
Li 0.498982 0.260193 -1.903895 0.2 0.3 -0.5
O -3.371018 0.938193 -1.769895 -1.1 -0.2 0.0
C 0.958982 -3.093807 -1.598895 -2.0 -0.1 5.3
O 1.814982 -0.456807 2.341105 2.2 0.6 -0.3
C -0.292018 2.225193 0.675105 -0.2 0.2 -5.1
H 3.035982 1.028193 3.126105 -1.0 1.8 0.1
O 0.713982 1.005193 -3.949895 2.6 0.9 0.2
O -0.077018 1.790193 -0.473895 -0.7 1.3 4.2
H -5.003018 1.268193 -0.726895 -0.7 1.2 3.9
O 0.297982 1.893193 1.785105 2.6 -1.5 -0.9
H -5.508018 -1.214807 -2.046895 0.4 -0.8 0.5
C 4.134982 -0.075807 1.842105 -1.7 0.3 2.6
H 4.739982 0.790193 2.128105 0.1 0.2 -1.7
O -3.405018 -1.280807 -1.699895 -1.2 -0.7 -0.4
H -0.934018 1.646193 3.233105 -0.7 0.0 0.6
C 3.405982 -0.633807 4.281105 -3.0 3.2 0.9
N 1.932982 1.437193 -3.663895 -2.7 2.3 -2.6
H 1.482982 3.508193 3.499105 -0.7 -1.6 0.8
H 2.636982 -0.207807 5.112105 2.0 -1.4 -1.8
H -0.561018 -4.124807 -0.342895 0.4 -2.0 1.6
H -0.556018 4.623193 2.402105 -0.8 -1.7 -0.4
C -5.589018 1.182193 -2.588895 0.3 1.3 0.9
H -4.885018 -1.163807 -0.277895 -0.3 -0.7 -0.2
O 2.325982 1.139193 -2.543895 1.2 -0.5 1.1
C -1.090018 3.598193 2.261105 -1.7 2.0 2.0
C -2.746018 -0.188807 -1.971895 9.0 1.4 0.3
H 2.606982 -4.612807 -1.697895 -1.9 0.0 -0.8
O 2.553982 2.275193 -4.431895 -1.5 -2.8 2.0
```
Positions in Å, forces in eV/Å.

Computed properties:
Energy above the lowest of the compared OMol25 structures with the same formula, charge and spin ... 8.3 kcal per mole
Net charge ... 0
Lowest unoccupied orbital energy ... 0.0142 eV
HOMO ... -7.21 eV

---

(2)
C45H59Br3F2O24 | the ωB97M-V functional and the def2-TZVPD basis

```
133
Properties=species:S:1:pos:R:3:forces:R:3
H -0.646861 2.376508 0.814987 0.5 0.0 -0.4
H 0.730670 0.757915 -6.070677 -0.5 -0.6 -0.2
H -2.515621 -3.496932 -3.459733 -0.8 0.1 -0.3
C -0.467369 -0.807529 -5.061817 0.3 -0.6 -0.1
H -3.253353 -3.279431 -5.103763 -0.1 0.3 1.1
C 0.726474 0.037914 -5.248849 2.5 2.3 1.3
C -2.592871 -4.799255 2.038345 -0.2 0.5 0.0
H -2.719859 -4.721129 3.099190 0.0 0.2 0.7
C 2.244723 -5.678475 4.229336 1.8 -0.9 1.2
C -4.752367 -2.292321 -2.091801 0.0 0.5 0.5
O -0.932047 -0.890477 1.166317 -0.2 0.5 -1.3
H -2.536565 1.363040 -1.816573 -0.1 0.1 -0.2
H -1.072308 -3.384505 1.958720 0.1 -1.3 -0.1
F 4.571306 5.353323 -1.238840 0.4 -1.0 0.4
O -0.299096 0.174620 -0.742050 -0.8 -0.9 0.7
C -4.669213 -3.072459 -3.416981 0.2 0.1 0.4
C 4.821478 1.721894 -1.066925 1.5 -0.2 -0.7
C 2.683606 -0.789041 -4.315311 -0.1 -0.3 0.4
H -5.079150 -4.056035 -3.232917 0.6 -0.6 -0.3
H 6.365552 4.831600 0.559208 0.3 1.0 0.8
C 2.172778 -3.305040 5.160221 0.1 -1.1 0.2
C 1.808181 -4.757499 5.353812 0.5 -1.2 -0.2
H -1.358557 -0.224988 -4.934861 -0.4 0.5 -0.1
C 2.369463 0.164319 4.213211 0.7 1.1 -1.6
H -0.404575 -5.066498 2.263769 -1.3 0.7 -1.1
H 0.686900 7.705210 1.046949 0.2 -0.2 0.0
H 1.530834 1.882035 -4.230544 -0.3 0.5 -0.2
C -3.290699 -2.928721 -4.032521 0.8 -1.9 -0.6
O -4.099673 -4.927240 0.294655 -0.8 0.4 -0.8
C -0.160634 5.825804 1.789673 -0.4 -0.8 -0.3
C -3.041217 1.374122 4.386716 -0.6 -0.3 -0.1
C 1.809665 -3.148396 0.518087 0.2 -0.6 -1.1
H 4.512911 0.869024 -1.689304 -0.1 0.3 0.6
H 0.971039 3.267237 4.521185 0.1 -0.3 -0.2
H -2.914449 -1.928383 -3.980597 -0.2 0.9 -0.1
H 0.912541 -0.704522 1.993276 1.1 -0.9 -0.2
C -2.892694 2.394977 -1.913742 -1.1 -1.3 0.8
H 0.356977 0.908333 -3.271020 0.0 0.2 0.5
H -1.012122 5.665045 2.447780 0.0 -0.4 0.2
H -3.796216 -1.913057 -1.691362 -0.3 -0.6 -0.4
C -0.070774 -3.483005 5.478287 1.1 -0.2 0.4
O 2.712165 -3.743312 -0.289343 0.0 1.3 -0.5
H 7.048795 2.624948 1.369369 0.2 -0.2 -0.2
C 1.562809 2.457944 4.088796 0.1 0.2 0.5
C 1.584798 1.192434 4.700362 -0.4 1.0 0.3
O -0.282703 4.949763 0.647638 -0.3 0.5 -0.4
H -0.972867 -4.415531 0.586773 -0.3 -0.7 0.4
H -0.777209 8.416953 3.007437 0.4 -0.2 0.4
H 2.305037 -3.268758 4.115645 -0.3 1.2 -1.6
O -6.728795 -0.471156 -4.264040 0.2 0.7 -0.1
O -5.631622 -2.457846 -4.287366 0.0 1.6 0.9
H 1.749608 -5.060988 -2.443630 -0.9 -0.8 0.2
H 3.384017 -2.666434 -2.044494 0.2 1.1 0.9
H 3.894195 3.120064 -2.391009 -0.3 0.1 0.0
H -1.442385 9.027963 1.512458 0.5 0.1 -0.2
C 2.386754 2.708401 3.003897 -0.3 0.9 0.1
O -1.932727 -1.362921 -0.777577 -1.7 -1.3 -1.4
H 2.515810 -3.952983 -3.574367 0.1 -0.3 -0.6
C 0.343258 2.201927 0.346255 -1.3 -0.3 -0.5
H 0.342794 -3.026107 -2.158489 0.4 -0.3 0.2
C 0.569076 0.727872 0.248688 0.1 -0.9 1.8
O -1.183376 -3.070850 5.519278 0.0 -0.7 -0.2
O -0.849192 6.958575 -0.050535 -0.4 0.5 -0.6
H 1.196513 -1.474123 -1.903651 0.1 -0.9 0.0
H -4.457765 -3.729429 1.994538 -0.3 -0.2 -0.3
H 2.356963 -0.815049 4.620688 -0.1 -0.5 0.4
O -5.473372 -1.128292 -2.487629 -0.5 1.0 -0.5
H 2.041969 -5.247250 3.308259 -0.9 0.9 -1.8
H -3.384466 -3.088713 0.715190 0.4 -0.5 0.8
C -5.977593 -1.218498 -3.741817 -0.2 -2.3 0.3
C 3.158512 0.428885 3.075691 -0.2 0.8 -0.6
O 2.301027 0.179118 -3.461608 -0.3 -0.1 0.2
H -0.513819 -1.353027 -5.999215 -0.5 -0.7 0.2
O 1.810884 -3.205941 1.703661 0.1 0.0 0.9
C 2.542890 -3.224812 -1.676082 -0.7 -2.1 0.4
H -3.770897 2.451795 -1.251152 0.2 0.3 -0.3
H 0.990322 1.087383 5.609288 0.1 -0.2 -0.3
C 4.503428 2.998029 -1.510156 -0.8 -0.2 0.0
H 3.800455 1.996698 1.590619 -0.4 -0.5 0.6
C 4.958723 4.101339 -0.825280 0.4 0.4 0.0
C 0.171684 -0.071611 1.586410 0.0 -0.6 -2.9
F 2.432370 3.981568 2.425263 -0.2 -1.3 0.7
Br -2.777948 2.483494 2.805291 0.3 -0.5 0.2
H 2.085378 -5.066181 6.336924 0.3 -0.7 0.7
C -1.199834 -4.485791 1.669474 2.4 2.1 0.7
H -2.900633 4.769386 -2.659303 -0.1 -0.4 -1.4
C 5.819698 1.574143 -0.086827 -0.9 0.5 0.1
H 1.586757 0.446562 -0.018146 0.1 0.2 -0.1
H -0.360655 -1.437279 -4.162042 0.0 -0.1 -0.5
H 3.341428 -5.828823 4.143131 -0.4 0.1 0.7
H 0.387407 2.668679 -0.635494 -0.2 0.0 -0.1
H 3.717288 -0.402174 2.609242 -0.2 0.7 0.3
Br -2.225525 2.145008 5.951592 0.3 -0.3 -0.2
C -0.275382 7.219598 1.224808 1.3 0.5 0.0
H 3.098427 -2.915413 5.587721 -0.4 -0.3 0.6
H -4.104531 2.243893 -3.782621 0.4 0.1 0.7
O -3.704368 -7.151265 -0.127504 -0.5 1.5 0.3
C -3.253896 4.238786 -3.597334 1.3 0.1 0.9
C -3.655002 -3.993143 1.303991 -0.3 0.6 -0.8
O 1.018650 -2.667333 5.659303 -0.5 0.7 -0.4
C -3.199964 2.720649 -3.341798 -1.9 -0.3 0.1
O -2.286365 4.347200 -4.668601 -0.3 1.8 0.3
H -4.164321 4.714428 -3.927911 -0.4 -0.4 -0.2
H 1.810081 -6.673852 4.261929 -0.2 0.1 0.3
O -1.037308 5.230433 -1.477180 0.5 0.3 1.1
O -2.109648 2.232171 -4.092871 1.1 0.9 -0.8
C -1.140437 8.120850 2.041152 -2.0 0.0 -0.9
H 3.501412 -4.942175 -2.479163 0.1 -0.1 -0.1
C 6.349432 2.690804 0.545756 -0.8 0.6 -0.1
C 5.887073 3.966904 0.198570 -0.2 -0.8 -0.9
H -4.092852 1.511773 4.569583 -0.2 -0.3 0.0
O -0.474030 3.189715 -5.339758 -1.7 0.2 0.9
H -5.291676 -2.786477 -1.249472 0.2 0.1 -0.9
H 6.141556 0.609149 0.220446 0.2 -0.7 0.1
H 0.762126 5.512915 2.221616 0.6 0.3 0.7
C 3.167999 1.732580 2.461392 0.9 -1.7 -0.1
Br -2.756468 -0.579610 4.166208 0.2 1.5 0.1
C 2.566079 -4.407209 -2.596483 0.5 0.6 -0.1
O 1.936784 -0.787677 -5.427912 -0.4 -0.1 0.1
C 1.169241 -2.552838 -1.615021 0.2 1.8 0.6
O -2.949047 -6.111086 1.713611 -0.2 -1.5 -0.6
O 3.556201 -1.575628 -4.046689 -0.4 0.5 -0.5
C -0.727233 5.672880 -0.397437 -0.6 -0.5 -0.6
O 0.372486 -4.776865 5.323473 -1.0 1.8 0.0
C -3.624623 -6.144372 0.527650 1.0 -1.5 0.7
C -1.142284 -0.754311 -0.175258 2.4 1.5 2.0
H -0.143446 0.456205 2.410204 -0.9 2.0 1.5
H -2.100640 7.587114 2.110242 0.1 0.1 0.6
H -2.114208 3.015146 -1.533006 0.6 0.7 0.2
O 0.854200 -2.531313 -0.188500 0.1 0.1 -0.8
C -1.531236 3.290020 -4.739362 1.9 -1.8 -1.0
C 1.165020 0.904029 -3.985804 0.0 -1.4 -1.0
H 1.065997 2.700265 0.925923 0.9 0.4 0.8
```
Positions in Å, forces in eV/Å.

Computed properties:
Net charge ... 0
Lowest unoccupied orbital energy ... -0.6183 eV
HOMO ... -9.72 eV

---

(3)
C6H9N | the ωB97M-V functional and the def2-TZVPD basis

```
16
Properties=species:S:1:pos:R:3:forces:R:3
H 4.118669 -1.051931 -1.021926 0.0 0.8 0.8
N 1.223849 0.630450 -1.025317 -3.7 0.9 1.6
H -0.388108 2.099089 0.633365 0.5 2.5 0.3
H 0.235137 0.556368 1.366376 -1.0 0.4 -1.2
C 3.535199 -0.335900 -0.411162 0.0 -1.3 -2.3
C -0.253478 1.090112 0.495882 2.0 -3.1 -2.5
C 3.156582 0.238498 0.694726 -0.2 -0.8 1.9
H -2.277884 -1.430141 -0.874062 1.3 0.6 0.2
H -2.324592 0.688396 0.099961 -2.2 0.7 1.2
C -1.404886 0.530644 -0.329156 3.4 -2.0 -1.6
C -1.285059 -1.024767 -0.462974 -2.4 -0.1 -1.0
H -1.329603 -1.388349 0.533138 0.4 -0.6 1.1
C 2.206604 0.222905 -0.415380 2.0 0.8 0.9
H -1.394586 0.993169 -1.346597 0.1 -0.1 0.9
H 3.397737 0.163560 1.764062 -0.1 0.5 -0.5
H -0.488070 -1.533281 -1.025867 -0.1 0.9 0.2
```
Positions in Å, forces in eV/Å.

Computed properties:
Energy above the lowest of the compared OMol25 structures with the same formula, charge and spin ... 149.6 kcal per mole
Net charge ... 0
Lowest unoccupied orbital energy (spin up / spin down) ... 0.7599 / 0.7592 eV
HOMO (spin up / spin down) ... -7.87 / -7.87 eV

---

(4)
C4H8O2 | the ωB97M-V functional and the def2-TZVPD basis

```
14
Properties=species:S:1:pos:R:3:forces:R:3
C 1.125979 -0.501008 1.139294 -0.2 0.0 0.1
H -1.227611 -1.527807 -0.077407 0.0 0.1 -0.1
H 1.671088 -1.466828 1.147212 0.0 0.1 0.1
O -1.688851 1.148200 0.282249 0.1 -0.2 0.1
H -1.661373 1.058180 -1.724623 0.0 -0.1 0.1
C 1.665535 0.531342 0.195373 -0.1 0.1 0.1
H 1.074537 1.448185 0.246462 0.1 -0.1 0.0
H 2.716216 0.733762 0.436539 -0.1 0.0 0.0
O 0.161603 -0.355831 1.861190 0.5 -0.1 -0.3
C -1.309692 -0.885707 -0.949934 -0.1 0.1 0.0
H 1.634351 0.128984 -0.824006 0.0 0.0 0.2
C -1.552959 0.422503 -0.848971 0.0 -0.2 -0.3
H -1.399640 0.611681 1.041955 0.0 0.1 -0.1
H -1.209178 -1.345656 -1.925328 -0.1 0.1 0.1
```
Positions in Å, forces in eV/Å.

Computed properties:
Energy above the lowest of the compared OMol25 structures with the same formula, charge and spin ... 40.0 kcal per mole
Net charge ... 0
Lowest unoccupied orbital energy ... 0.9812 eV
HOMO ... -8.96 eV